This record from OMol25 describes a molecular structure, C11H13F7O13S2 at a distorted geometry. The level of theory is wB97M-V/def2-TZVPD.

Properties
Calculated total energy   -78923.5428 eV
Largest force on an atom   1.2 eV/Å
Charge   0

Last column: Löwdin charge in e.
Atoms and positions in Å:
S 2.07333 0.07446 3.10607  1.06
S 0.97676 -2.50150 3.50242  0.63
F 2.01195 -4.95092 6.54350  0.17
F -0.05965 -3.22267 5.78954  0.14
F -3.47142 2.07183 -0.71663  0.08
F 3.18544 -4.23966 4.85244  0.19
F 0.45865 -4.85854 4.41423  0.14
F 2.19949 2.94340 -3.99702  0.08
F 2.52497 -2.84287 6.41379  0.18
O -0.05075 -0.81728 -3.27761  0.17
O -2.06999 3.07325 -2.18237  0.13
O 1.31451 -3.26053 2.35020  -0.22
O 3.33668 0.61492 3.47284  -0.33
O -0.51527 0.91171 -4.63629  0.08
O -2.34712 5.20845 -1.59614  0.08
O -0.36102 -3.07182 -0.63829  -0.02
O 1.09743 -0.10331 0.84173  -0.13
O -1.13619 4.70317 -3.42480  0.17
O -0.25572 -1.78416 3.50669  -0.25
O 2.15974 -1.51834 3.90162  -0.43
O 1.42213 0.87269 -3.52996  0.13
O 2.31420 -0.36642 1.54844  -0.28
C 0.92736 -1.13585 -0.13585  -0.12
C 2.20592 -3.92400 5.69506  -0.57
C -1.56660 -0.97455 -0.68029  -0.02
C -1.79002 4.36958 -2.49470  -0.54
C 0.12158 2.17996 -4.86846  -0.04
C -0.44255 -1.77700 -0.02690  -0.39
C -3.16564 4.42937 -0.71306  -0.04
C 1.55974 1.87317 -4.52767  -0.31
C -2.55166 3.05436 -0.84704  -0.31
C 0.87701 -3.69323 4.94539  -0.44
C 0.24988 0.21614 -3.77188  -0.55
H 2.15377 1.47934 -5.35430  0.17
H -1.21916 -0.23178 -1.37472  0.05
H -4.19739 4.44394 -1.06556  0.15
H -3.12527 4.82074 0.29939  0.14
H -0.42797 -3.71293 0.06747  0.08
H -1.72059 2.85832 -0.16752  0.18
H -0.70664 -1.93026 1.01309  0.11
H -2.29181 -1.64038 -1.12196  0.09
H -0.01807 2.50073 -5.89728  0.14
H -2.09717 -0.45234 0.11525  0.08
H 1.05024 -0.70009 -1.11881  0.11
H 1.66726 -1.91417 -0.02133  0.13
H -0.30036 2.92510 -4.19269  0.10

***

This record from OMol25 describes 2 unconnected molecules or ions with the total composition C4H12 at a distorted geometry. The level of theory is wB97M-V/def2-TZVPD.

Properties
Calculated total energy   -4341.8582 eV
ΔE to the lowest compared entry with this formula, charge and spin   64.7 kJ/mol
Largest force on an atom   1.7 eV/Å
Charge   0

Last column: Löwdin charge in e.
Atoms and positions in Å:
C -1.17230 1.34422 0.99616  -0.18
C 2.22130 -1.16987 -1.77848  -0.17
C 1.39319 -0.69873 -0.60709  -0.20
C -2.41625 0.53133 1.35870  -0.17
H -3.19013 1.26903 1.59930  0.06
H 1.63167 -1.86162 -2.39288  0.06
H 1.91770 -0.42573 0.31178  0.07
H -2.16922 -0.18779 2.13391  0.06
H 2.99355 -1.85934 -1.39764  0.07
H 0.62831 0.02383 -0.89347  0.05
H -2.93159 0.03520 0.51725  0.06
H -0.30666 0.69531 0.86959  0.03
H -1.30432 1.95865 0.07862  0.07
H 0.90389 -1.50539 -0.06047  0.06
H 2.60224 -0.35356 -2.37225  0.06
H -1.03689 2.20657 1.65839  0.06

***

This record from OMol25 describes a molecular structure, C15H7BCl60O3P. The level of theory is wB97M-V/def2-TZVPD.

Properties
Calculated total energy   -783119.8813 eV
Largest force on an atom   1.0 eV/Å
Charge   -1

Last column: Löwdin charge in e.
Atoms and positions in Å:
Cl -5.81252 -9.08277 -0.00570  0.51
Cl 0.58604 -3.18635 2.69215  0.58
Cl 1.17585 3.60549 6.52317  0.50
Cl 0.87519 -1.82461 8.69777  0.49
Cl 0.19284 3.27465 -9.32335  0.52
Cl -2.53550 3.08322 -8.40008  0.53
Cl -4.10132 3.86711 3.24267  0.54
Cl -7.19298 -2.65026 0.86527  0.48
Cl 0.79399 5.96911 0.85326  0.53
Cl 7.11072 4.97629 2.87477  0.53
Cl -1.59730 -6.02907 -9.86505  0.52
Cl -2.54934 4.61456 5.55912  0.49
Cl 1.60219 -3.53277 -8.88639  0.52
Cl 0.97803 2.56450 -1.83619  0.60
Cl 1.07162 -4.51117 7.62623  0.51
Cl 7.90764 10.96456 4.25686  0.52
Cl 0.74722 -4.10459 -3.62372  0.51
Cl 8.94786 12.40411 6.52523  0.52
Cl 2.65146 7.99574 1.72080  0.49
Cl 1.60448 -3.96690 -0.85754  0.50
Cl -3.85369 -6.37783 -4.91226  0.52
Cl 3.56495 2.16103 -3.04789  0.52
Cl -4.94298 -3.79065 -0.52374  0.47
Cl 9.05456 9.52365 6.49235  0.50
Cl 1.92990 1.04792 7.63686  0.48
Cl -2.61644 -8.56554 -8.94659  0.52
Cl 0.63634 -0.93088 -9.67295  0.51
Cl 1.17232 1.47312 -4.49722  0.49
Cl -1.52026 -3.32976 8.09722  0.52
Cl -3.74131 -7.32131 -11.29664  0.52
Cl -4.03303 -7.13091 -1.15200  0.46
Cl 1.74044 -6.46480 -2.29370  0.51
Cl 0.53714 -1.74249 -6.89472  0.50
Cl -5.93794 -7.79664 -6.34260  0.49
Cl 4.75064 6.45675 3.62338  0.51
Cl -6.42686 -5.14241 -5.31405  0.53
Cl 7.35858 7.40913 4.41051  0.49
Cl -0.81264 -5.35847 -1.53070  0.51
Cl 6.54905 7.52757 1.64575  0.51
Cl -5.46952 -0.96014 -0.71104  0.53
Cl 2.22751 -5.53010 2.31006  0.50
Cl -0.14248 8.65260 1.35585  0.51
Cl 0.67923 6.97188 3.55176  0.50
Cl 3.06580 -1.15787 -8.14191  0.53
Cl -0.51832 4.25862 -6.70411  0.53
Cl 0.60478 1.20408 5.04791  0.58
Cl -0.85485 1.78183 7.46660  0.51
Cl 0.17047 -2.31021 5.98816  0.52
Cl -4.22301 -6.19150 -8.68603  0.50
Cl -1.22009 3.83108 3.12287  0.54
Cl -4.50181 -2.09022 1.77044  0.55
Cl 2.95887 -3.55221 4.28824  0.51
Cl 10.75083 11.04710 4.72625  0.52
Cl -6.15896 -7.37785 -3.50594  0.50
Cl 3.18954 -2.92499 1.48504  0.50
Cl -2.61636 6.34492 3.24461  0.47
Cl -3.16216 -8.72514 1.08933  0.53
Cl 1.97403 -0.10637 -2.21640  0.56
Cl -0.49202 1.42251 -7.22548  0.47
Cl -5.16436 -6.68578 1.46396  0.53
P -2.08324 0.50501 1.73363  0.33
O 0.83098 1.84342 1.36438  0.05
O 1.33918 -0.31222 2.18937  0.03
O -0.62060 -0.03986 0.78616  -0.20
C 6.43852 6.58740 3.14364  -2.05
C 2.22676 -3.79836 2.69454  -2.02
C -4.54133 -7.89958 0.35361  -2.04
C 0.81942 -4.96541 -2.08137  -2.04
C -2.62159 4.64958 3.78503  -2.03
C 1.92089 1.51964 -2.89875  -2.02
C -0.83938 3.01141 -7.91014  -2.04
C -5.59413 -6.67103 -5.01677  -2.04
C 0.99397 7.39486 1.86915  -2.04
C -5.51159 -2.35992 0.35354  -2.04
C 9.16080 10.98271 5.49531  -2.06
C 1.45651 -1.83811 -8.40041  -2.05
C 0.71409 1.89951 6.65699  -2.03
C -3.04376 -7.02215 -9.69766  -2.06
C 0.14474 -3.00289 7.59751  -2.04
B 0.46599 0.47304 1.43011  -1.11
H 0.64966 2.17378 0.48270  -0.02
H -3.20684 0.96352 2.54541  -0.09
H -2.23880 -0.86144 2.23171  -0.10
H -1.18189 0.75683 2.89023  -0.07
H -2.95718 0.20577 0.61281  -0.09
H -1.89372 1.85961 1.24537  -0.07
H 2.15065 0.20012 2.28518  0.08

***

This record from OMol25 describes a molecular structure, C10H26N4OSSe4Sn. The level of theory is wB97M-V/def2-TZVPD.

Properties
Calculated total energy   -296838.7595 eV
ΔE to the lowest compared entry with this formula, charge and spin   4.2 kJ/mol
Largest force on an atom   0.2 eV/Å
Charge   +2

Last column: Löwdin charge in e.
Atoms and positions in Å:
Sn 1.02982 -0.96633 0.58024  1.24
Se 3.79644 -2.37123 2.92695  0.06
Se 4.29376 -1.49006 -0.49538  0.00
Se 5.95661 -2.34782 2.63805  0.09
Se 6.29792 -1.75963 0.32296  0.10
S 0.24004 2.71883 -0.29668  0.98
O 0.22838 1.37554 0.43986  -0.73
N 1.33577 -0.44532 -1.78206  -0.09
N -0.97067 -1.80852 -0.67254  -0.23
N 1.11785 -3.45433 0.31227  -0.08
N -1.11893 -0.62479 1.98421  -0.06
C -0.77643 -1.57118 -2.12946  -0.16
C -2.32623 -1.11330 1.30569  -0.21
C -1.34091 3.53319 -0.00842  -0.31
C 0.44596 5.26362 0.33750  -0.20
C -1.18360 -3.26840 -0.42215  -0.16
C -2.14004 -1.02427 -0.19637  -0.18
C 1.04920 3.92479 0.76751  -0.30
C -0.26532 -3.82686 0.65048  -0.23
C 0.00465 -0.30691 -2.40828  -0.21
C -1.02204 5.02941 -0.11375  -0.20
H -0.48577 0.55896 -1.96908  0.08
H -2.22740 -3.46182 -0.17075  0.14
H -1.72377 5.58587 0.50349  0.12
H -0.99153 -3.80848 -1.34986  0.13
H -0.41386 -4.90497 0.72744  0.14
H -1.64939 3.23823 0.99712  0.11
H 1.41641 -3.87370 -0.56412  0.11
H -2.07437 3.18650 -0.73420  0.10
H 1.90721 -1.10141 -2.31052  0.08
H 0.50229 5.96553 1.16621  0.12
H -0.21905 -2.41500 -2.53903  0.13
H -1.16296 5.37141 -1.13685  0.12
H 0.78082 3.63864 1.78664  0.11
H -1.08185 -0.93415 2.95021  0.11
H -3.22261 -0.55262 1.57845  0.13
H -1.74160 -1.55103 -2.64285  0.15
H -1.98047 0.01887 -0.47575  0.11
H 1.83998 0.43801 -1.78868  0.08
H -1.08950 0.39078 1.99316  0.06
H 1.78521 -3.75534 1.01841  0.05
H -3.04557 -1.36917 -0.70515  0.14
H -2.50583 -2.14369 1.61204  0.12
H 2.12760 3.85675 0.64302  0.10
H -0.49619 -3.40066 1.62951  0.11
H 0.07241 -0.13493 -3.48266  0.14
H 1.02755 5.69102 -0.47685  0.12

***

This record from OMol25 describes a molecular structure, C61H48ClGeN5O3P2S2Se2Tc at a distorted geometry. The level of theory is wB97M-V/def2-TZVPD.

Properties
Calculated total energy   -319800.9952 eV
Largest force on an atom   1.7 eV/Å
Charge   +1

Last column: Löwdin charge in e.
Atoms and positions in Å:
Tc -0.93131 -0.21637 -0.52931  1.17
Se -0.47561 1.02310 1.76045  0.53
Se 1.02754 -5.54152 2.76729  0.34
Ge -3.00112 2.65511 -2.14445  1.03
Cl -5.80278 -4.00784 1.99419  0.73
S -3.48011 -0.22790 -2.98950  1.02
S -0.83249 -0.02063 -4.44309  0.81
P 2.55748 -4.22307 2.19604  0.54
P 1.00568 -0.38291 2.45118  0.69
O -3.15360 -0.84741 -5.37941  -0.20
O -2.90353 0.48796 -0.43332  -0.32
O -1.38120 -1.77337 -1.70649  -0.19
N 0.50593 1.07154 -1.35779  -0.04
N 1.69145 2.92810 -1.51728  0.15
N 0.91572 -2.52229 -0.74950  -0.04
N 1.67252 -3.34950 -0.10215  0.03
N 0.58003 -1.50214 0.02835  -0.19
C 5.22500 1.38538 2.34899  -0.06
C -2.40198 3.39044 -3.86601  -0.28
C 3.39199 -5.86961 0.14657  -0.11
C -2.02156 6.21985 -0.17270  -0.07
C -2.85811 4.40228 -6.01009  -0.07
C 4.31499 -6.48507 -0.68074  -0.07
C 0.09472 -2.67354 5.68270  -0.06
C 1.85932 -2.90338 1.16070  -0.38
C -1.83481 5.87048 1.15803  -0.07
C 3.34202 -0.34073 -3.32858  -0.06
C -4.96728 2.60759 -1.97250  -0.27
C -7.17931 2.24279 -2.87715  -0.07
C -3.30357 3.77367 -4.85323  -0.09
C 5.18629 -4.78205 1.33058  -0.07
C 2.11538 -0.38056 -2.69809  -0.05
C -7.74826 2.70195 -1.69765  -0.08
C -2.41203 -0.38030 -4.38501  -1.09
C 4.33811 -2.39874 3.35539  -0.11
C -2.38240 3.89644 -0.74405  -0.29
C 2.43324 1.96164 -2.16293  -0.20
C 5.03130 -2.52096 5.65486  -0.06
C 2.66302 0.34828 2.47720  -0.34
C 5.13072 -1.94251 4.39728  -0.08
C 3.33014 0.67444 3.65107  -0.08
C 4.11727 0.82621 -3.36555  -0.08
C 3.26850 0.55345 1.23702  -0.08
C -4.30469 -0.40958 1.20917  0.03
C -6.93211 3.10585 -0.65192  -0.08
C 0.09735 -0.36870 6.38560  -0.06
C -0.60205 4.30355 -5.19462  -0.07
C 0.38390 0.03358 5.09376  -0.12
C 0.39336 -2.28019 4.38747  -0.09
C -2.45435 -2.33658 -1.49078  -0.19
C 3.45962 -3.45833 3.57330  -0.36
C 6.10533 -5.41411 0.50549  -0.08
C 4.13442 -3.55548 5.87938  -0.06
C -1.50976 4.67125 -6.17972  -0.08
C -5.55191 3.06522 -0.79258  -0.10
C -4.96888 -1.44884 1.82779  -0.05
C 3.67360 1.99819 -2.79006  -0.02
C -3.56282 -0.63876 0.06150  -0.24
C 4.55248 1.06498 1.17542  -0.06
C 3.35829 -4.03274 4.83505  -0.10
C -2.49169 0.70053 -1.75980  -0.64
C -4.18437 -2.95692 0.12412  -0.03
C -2.28739 5.23884 -1.11658  -0.09
C 1.12984 -1.71509 1.27030  -0.39
C 4.61221 1.20053 3.57859  -0.08
C 0.56682 -0.93305 4.10266  -0.36
C -5.80015 2.18859 -3.01110  -0.14
C -2.52763 -1.07708 -6.64707  -0.08
C -4.92866 -2.72001 1.26144  -0.64
C 5.67255 -6.24917 -0.51189  -0.08
C -2.20109 3.56365 0.59537  -0.20
C -3.43547 -1.93676 -0.46929  -0.15
C -0.02886 -1.72135 6.68160  -0.06
C -1.04766 3.66764 -4.04892  -0.13
C 1.66992 0.78605 -2.07845  -0.25
C 0.56016 2.35172 -1.06978  -0.20
C 3.82365 -4.99474 1.14193  -0.34
C -1.91583 4.53951 1.54051  -0.08
H -2.42477 5.51302 -2.15687  0.10
H 6.23349 1.77552 2.30130  0.11
H 0.46985 -3.02040 3.60259  0.01
H -4.13635 -3.95510 -0.29270  0.13
H 0.45179 4.51841 -5.32093  0.11
H -1.64947 -1.70976 -6.52959  0.08
H -0.03375 0.37064 7.16463  0.11
H 3.71272 -1.23362 -3.81416  0.11
H -7.81293 1.93175 -3.69815  0.11
H -1.63392 6.63688 1.89534  0.11
H -2.62854 -3.30391 -1.96998  0.16
H 7.16339 -5.25413 0.66849  0.11
H -0.19717 2.89459 -0.52777  0.08
H 0.45684 1.08564 4.84219  0.10
H -1.16552 5.17133 -7.07566  0.11
H -5.52459 -1.27582 2.73827  0.12
H -7.36478 3.46732 0.27240  0.11
H -1.96700 7.25796 -0.47452  0.11
H 4.40954 -1.94351 2.37279  0.11
H 5.02401 1.20110 0.21028  0.11
H -2.22161 -0.13114 -7.09341  0.09
H 2.33584 -6.06226 0.02468  0.08
H -4.92122 3.40825 0.02075  0.09
H 5.07517 0.81467 -3.86795  0.11
H -4.36233 3.59496 -4.71810  0.09
H -3.27492 -1.56676 -7.26305  0.10
H 5.13730 1.45724 4.48957  0.11
H -0.24372 -2.03125 7.69614  0.11
H 1.93226 3.89645 -1.39654  0.17
H -2.28854 2.53299 0.91785  0.00
H -5.37226 1.80859 -3.93003  0.08
H 1.52258 -1.28059 -2.67332  0.08
H -4.34825 0.59591 1.60620  0.14
H 4.26015 2.90693 -2.83526  0.11
H 3.97915 -7.15713 -1.45965  0.11
H 5.66420 -2.16775 6.45902  0.11
H -8.82470 2.74133 -1.59406  0.11
H 5.54521 -4.13349 2.11555  0.09
H -3.57031 4.69224 -6.77191  0.11
H 2.73616 0.30296 0.32570  0.09
H 2.67243 -4.85873 4.98082  0.06
H 2.85852 0.50793 4.60993  0.10
H 6.39493 -6.71795 -1.16740  0.11
H -0.33661 3.36984 -3.28817  0.08
H -0.04248 -3.72607 5.89494  0.11
H 5.83869 -1.14317 4.22285  0.10
H -1.76687 4.25905 2.57579  0.11
H 4.05299 -4.00149 6.86187  0.11

***

This record from OMol25 describes 2 unconnected molecules or ions with the total composition C23H22FNO2 at a distorted geometry. The level of theory is wB97M-V/def2-TZVPD.

Properties
Calculated total energy   -32505.6212 eV
ΔE to the lowest compared entry with this formula, charge and spin   367.1 kJ/mol
Largest force on an atom   3.4 eV/Å
Charge   0

Last column: Löwdin charge in e.
Atoms and positions in Å:
F 0.31214 0.67761 -0.01054  0.09
O 0.75850 -2.86540 -2.93019  0.00
O 1.87501 -4.12736 -0.73958  0.01
N 0.51230 2.11829 0.28364  0.12
C -0.31088 4.32985 0.33152  0.05
C -2.22869 -0.40128 -4.52937  -0.09
C 1.22069 6.28270 0.84138  -0.02
C -3.26957 -0.28585 -2.35647  -0.13
C -2.24921 -1.09198 -1.83289  -0.06
C 0.95896 4.81358 0.65377  -0.21
C 0.12143 -2.51858 -0.66812  -0.03
C -0.23387 -3.45713 2.18573  -0.05
C 2.84462 1.53818 0.76848  0.01
C -0.52138 2.96748 0.14233  -0.18
C 0.66350 -4.61676 4.12650  -0.11
C 1.75011 2.52721 0.60921  -0.19
C -0.30884 -3.79620 3.54695  -0.11
C -3.26290 0.07342 -3.70890  -0.12
C 1.70072 -5.11177 3.31934  -0.10
C 0.99624 -3.52210 -0.09997  -0.40
C 0.83085 -3.88780 1.37948  -0.14
C -1.17171 -1.51448 -2.62305  -0.14
C 1.76893 -4.76543 1.96856  -0.03
C 1.99226 3.88325 0.79927  0.05
C -1.21283 -1.19629 -3.99657  -0.03
C -0.00399 -2.35532 -2.08979  -0.41
C -1.87916 2.47361 -0.20462  0.01
H 2.55911 -5.18801 1.34516  0.11
H 2.66958 0.82884 1.58705  0.11
H -2.31023 -1.41489 -0.79431  0.10
H -1.02930 -2.86435 1.73708  0.09
H 0.30380 6.86678 0.69338  0.09
H 3.01440 4.17699 1.06362  0.14
H 2.46906 -5.76251 3.74218  0.10
H -0.43557 -1.59112 -4.65316  0.11
H 1.60018 6.50355 1.85098  0.10
H -2.52989 3.35976 -0.22264  0.09
H -1.12520 -3.40876 4.15624  0.09
H -2.29155 1.77517 0.53432  0.11
H -4.06852 0.06396 -1.70267  0.09
H -1.93637 2.00354 -1.19439  0.10
H 0.62612 -4.87044 5.18736  0.09
H 1.97409 6.65801 0.13127  0.10
H -1.17636 4.99087 0.21621  0.14
H -2.20420 -0.14494 -5.59047  0.10
H -4.04469 0.71482 -4.12082  0.09
H 3.74776 2.11009 1.01389  0.09
H 3.04689 0.96584 -0.14507  0.11
H -0.51233 -1.94463 -0.00131  0.03